1.
# C12H19MnO7P

A structure of composition C12H19MnO7P (the ωB97M-V functional and the def2-TZVPD basis, OMol25).

Structure (XYZ):
```
40
Properties=species:S:1:pos:R:3
Mn -0.066 -0.017 -0.020
O 0.087 2.964 0.304
C 0.029 1.810 0.185
C -0.184 -1.854 -0.123
O -0.224 -3.015 -0.166
C 1.783 -0.071 -0.078
O 2.942 -0.140 -0.122
C -1.894 0.135 -0.200
O -3.037 0.219 -0.410
C 0.028 0.669 -4.786
H -0.880 1.288 -4.779
H 0.991 1.198 -4.761
C -0.036 -0.670 -4.846
H 0.872 -1.289 -4.871
H -0.998 -1.199 -4.890
C 0.033 3.048 4.218
C 0.717 1.924 3.487
O -0.397 1.105 2.927
P -0.228 -0.305 2.161
O -1.539 -1.128 2.646
C -2.389 -0.872 3.803
C -1.672 -1.059 5.110
O 0.973 -1.053 2.968
C 0.953 -2.455 3.478
C 2.082 -3.227 2.844
H -0.585 3.638 3.536
H 0.787 3.690 4.687
H -0.623 2.648 4.995
H 1.364 2.304 2.681
H 1.305 1.287 4.159
H -2.808 0.137 3.700
H -3.202 -1.607 3.739
H -0.801 -0.414 5.239
H -2.395 -0.839 5.898
H -1.344 -2.088 5.260
H -0.038 -2.893 3.279
H 1.102 -2.363 4.563
H 3.028 -2.685 2.935
H 2.189 -4.168 3.381
H 1.887 -3.452 1.795
```

Output
* LUMO (spin up / spin down): -8.24 / -11.70 eV
* total charge: +2
* E_tot: -67671.261 eV
* HOMO-LUMO gap (spin up / spin down): 6.89 / 3.38 eV
* HOMO (spin up / spin down): -0.556 / -0.554 hartree
* multiplicity: 6
* energy above the lowest of the compared OMol25 structures with the same formula, charge and spin: 3.99 kcal/mol


2.
# C3H6NOS

The ion C3H6NOS with charge -1 (the ωB97M-V functional and the def2-TZVPD basis, OMol25).

Structure (XYZ):
```
12
Properties=species:S:1:pos:R:3
N -1.424 0.150 -0.835
C -0.373 -0.738 -1.003
O 0.110 -0.933 -2.101
C 0.175 -1.310 0.292
C 0.367 -0.287 1.450
S 0.635 1.492 1.124
H -1.305 0.925 -1.484
H -1.337 0.657 0.044
H -0.493 -2.071 0.662
H 1.147 -1.707 0.017
H 1.238 -0.610 2.021
H -0.479 -0.382 2.099
```

Output
* LUMO: 4.18 eV
* SMILES: NC(=O)CC[S-]
* total charge: -1
* E_tot: -17582.581 eV
* HOMO-LUMO gap: 6.96 eV
* HOMO: -0.102 hartree
* energy above the lowest of the compared OMol25 structures with the same formula, charge and spin: 11.16 kcal/mol


3.
# C2H3F4NO4S2V

A structure of composition C2H3F4NO4S2V (the ωB97M-V functional and the def2-TZVPD basis, OMol25).

Structure (XYZ):
```
17
Properties=species:S:1:pos:R:3
N 0.293 0.466 0.637
S 1.678 1.750 0.351
O 2.083 1.342 -1.077
O 2.684 1.272 1.319
S -0.912 0.746 -0.383
O -0.661 0.129 -1.727
O -1.281 2.149 -0.448
C -2.397 -0.208 0.249
F -2.255 -1.491 -0.004
F -2.508 -0.002 1.541
F -3.454 0.256 -0.382
V 1.196 0.184 -2.312
F 1.857 -1.453 -2.137
C 0.811 -1.027 0.964
H 1.551 -1.630 0.429
H -0.078 -1.649 1.105
H 1.392 -0.835 1.876
```

Output
* LUMO (spin up / spin down): 0.06 / -0.12 eV
* total charge: 0
* E_tot: -70029.608 eV
* HOMO-LUMO gap (spin up / spin down): 8.39 / 10.33 eV
* HOMO (spin up / spin down): -0.306 / -0.384 hartree
* multiplicity: 4
* energy above the lowest of the compared OMol25 structures with the same formula, charge and spin: 13.56 kcal/mol


4.
# C4H12N3O2

The ion C4H12N3O2 with charge +1 (the ωB97M-V functional and the def2-TZVPD basis, OMol25).

Structure (XYZ):
```
21
Properties=species:S:1:pos:R:3
C 3.210 1.047 0.965
O 1.795 1.114 0.794
C 1.328 -0.086 0.144
C 0.217 0.438 -0.847
N -1.024 -0.206 -0.766
C -1.987 0.469 0.136
N -1.321 -1.081 -1.661
N -2.617 -1.494 -1.635
O -0.465 -1.594 -2.310
H 3.457 -0.075 1.239
H 3.526 1.756 1.783
H 3.631 1.349 0.017
H 2.158 -0.650 -0.291
H 0.685 -0.748 0.894
H 0.070 1.421 -0.391
H 0.663 0.428 -1.863
H -2.282 -0.261 0.900
H -1.604 1.274 0.702
H -2.906 0.801 -0.319
H -3.189 -1.321 -0.839
H -3.039 -1.997 -2.330
```

Output
* LUMO: -4.88 eV
* SMILES: COCCN(C)[N+](N)=O
* total charge: +1
* E_tot: -12895.942 eV
* HOMO-LUMO gap: 8.39 eV
* HOMO: -0.488 hartree
* energy above the lowest of the compared OMol25 structures with the same formula, charge and spin: 165.30 kcal/mol


5.
# C32H38BrClF7InNO21

A structure of composition C32H38BrClF7InNO21 (the ωB97M-V functional and the def2-TZVPD basis, OMol25).

Structure (XYZ):
```
102
Properties=species:S:1:pos:R:3
N 1.385 -1.197 -2.619
C 1.923 -0.372 -1.471
In 1.800 1.871 -1.750
Br 2.677 2.929 0.548
C 3.214 2.524 -3.399
C 4.630 1.686 -3.367
C 4.740 0.738 -4.701
Cl 4.208 -1.020 -4.320
C -0.290 2.692 -2.040
C -1.392 1.618 -2.605
C -1.574 0.059 -2.134
C -2.731 -0.982 -2.741
C -3.808 -0.422 -3.857
C -3.660 1.170 -4.345
C -2.471 2.181 -3.749
H 1.358 -0.661 -3.514
H 1.863 -2.121 -2.715
H 1.397 -0.700 -0.469
H 3.084 -0.638 -1.391
H 2.682 2.390 -4.436
H 3.459 3.664 -3.208
H 5.529 2.452 -3.418
H 4.784 1.051 -2.392
H 4.105 1.200 -5.597
H 5.856 0.664 -5.116
H -0.203 3.545 -2.871
H -0.722 3.227 -1.078
H -0.864 -0.392 -1.320
H -2.749 -2.102 -2.351
H -4.628 -1.143 -4.288
H -4.414 1.612 -5.123
H -2.433 3.308 -4.131
C 3.601 -2.618 2.216
C 3.358 -4.083 2.088
O 2.006 -4.161 1.698
C 1.768 -3.008 1.011
O 0.803 -2.830 0.287
O 2.748 -2.079 1.226
F 3.493 -4.701 3.283
H 3.312 -2.225 3.196
H 4.643 -2.350 2.024
H 3.986 -4.578 1.339
C 2.746 2.956 5.519
C 3.800 3.101 4.475
O 4.262 1.783 4.287
C 3.193 0.989 4.576
O 3.113 -0.189 4.269
O 2.216 1.675 5.244
F 4.828 3.853 4.929
H 3.152 2.971 6.536
H 1.973 3.726 5.439
H 3.436 3.503 3.523
C -2.099 -4.603 0.182
C -2.342 -6.068 0.054
O -3.694 -6.145 -0.336
C -3.932 -4.993 -1.023
O -4.897 -4.815 -1.747
O -2.952 -4.063 -0.809
F -2.207 -6.685 1.249
H -2.388 -4.210 1.162
H -1.057 -4.335 -0.010
H -1.714 -6.563 -0.695
C 2.466 -7.376 5.134
C 1.592 -7.467 6.339
O 2.059 -8.622 6.998
C 3.378 -8.711 6.667
O 4.185 -9.412 7.254
O 3.688 -7.911 5.601
F 0.303 -7.670 5.985
H 2.100 -7.982 4.299
H 2.595 -6.346 4.791
H 1.664 -6.605 7.011
C 2.477 -0.999 8.856
C 3.531 -0.854 7.812
O 3.993 -2.172 7.624
C 2.924 -2.967 7.912
O 2.844 -4.145 7.606
O 1.947 -2.280 8.581
F 4.559 -0.103 8.265
H 2.883 -0.985 9.872
H 1.704 -0.230 8.776
H 3.167 -0.452 6.860
C -8.074 4.074 -4.727
C -7.353 2.780 -4.565
O -6.187 2.954 -5.338
C -5.933 4.293 -5.300
O -4.868 4.797 -5.616
O -7.016 5.001 -4.856
F -8.066 1.760 -5.095
H -8.695 4.103 -5.628
H -8.700 4.311 -3.862
H -7.077 2.545 -3.532
C -4.065 8.494 -7.137
C -3.908 8.369 -5.660
O -4.511 9.543 -5.164
C -5.468 9.863 -6.080
O -6.378 10.649 -5.873
O -5.289 9.190 -7.258
F -2.602 8.382 -5.311
H -3.265 9.082 -7.600
H -4.116 7.521 -7.633
H -4.400 7.492 -5.228
```

Output
* LUMO: 1.63 eV
* total charge: -1
* E_tot: -185041.557 eV
* HOMO-LUMO gap: 6.67 eV
* HOMO: -0.185 hartree


6.
# C28H77F2N8O11PbS2

A structure of composition C28H77F2N8O11PbS2 (the ωB97M-V functional and the def2-TZVPD basis, OMol25).

Structure (XYZ):
```
129
Properties=species:S:1:pos:R:3
Pb -2.704 -1.701 6.478
N -0.167 0.608 2.526
S 0.368 2.002 2.228
O -0.050 2.811 1.062
O 1.716 2.275 2.800
F -0.439 2.683 3.410
S 0.441 0.194 0.933
O 1.870 0.415 0.611
O -0.459 0.321 -0.199
F 0.339 -1.378 0.973
C -2.723 10.708 -4.098
C -4.075 10.001 -3.959
C -4.605 9.754 -5.426
O -4.666 10.869 -6.238
C -5.950 11.487 -6.234
N -3.927 8.736 -3.282
H -3.162 11.653 -4.417
H -2.087 10.278 -4.872
H -2.129 10.858 -3.196
H -4.806 10.607 -3.425
H -5.417 9.032 -5.509
H -3.808 9.197 -5.919
H -5.935 12.151 -7.098
H -6.258 12.137 -5.415
H -6.724 10.745 -6.429
H -3.389 8.777 -2.428
H -3.163 8.319 -3.796
C -0.852 -2.311 -8.848
C -0.222 -1.843 -7.542
C -0.330 -0.315 -7.425
O 0.633 0.415 -8.257
C 0.400 1.820 -8.256
N -0.879 -2.601 -6.477
H -0.283 -1.870 -9.667
H -1.871 -1.969 -9.027
H -0.859 -3.396 -8.738
H 0.845 -2.022 -7.411
H -0.142 -0.020 -6.392
H -1.370 -0.014 -7.550
H 0.202 2.222 -7.262
H -0.493 1.810 -8.881
H 1.075 2.490 -8.787
H -1.240 -1.932 -5.811
H -0.290 -3.244 -5.968
C -2.168 8.251 10.236
C -1.675 9.277 9.180
C -2.688 9.410 7.940
O -2.343 10.450 7.056
C -3.273 10.725 6.079
N -1.690 10.576 9.805
H -1.546 8.220 11.131
H -2.064 7.245 9.830
H -3.147 8.509 10.638
H -0.652 9.129 8.833
H -3.693 9.557 8.338
H -2.672 8.490 7.355
H -4.197 11.059 6.551
H -3.568 9.924 5.401
H -2.970 11.516 5.393
H -1.273 10.323 10.690
H -1.071 11.216 9.328
C -8.055 -2.329 4.464
C -7.227 -1.778 3.365
C -7.096 -0.268 3.374
O -6.560 0.149 4.657
C -6.530 1.534 4.787
N -6.024 -2.493 3.466
H -8.106 -3.399 4.667
H -9.073 -1.944 4.406
H -7.879 -1.844 5.425
H -7.933 -2.173 2.634
H -8.070 0.186 3.190
H -6.504 -0.091 2.476
H -5.832 1.896 5.542
H -7.503 2.006 4.928
H -6.094 1.756 3.813
H -6.135 -3.402 3.039
H -5.423 -2.036 2.794
C 7.315 -0.553 -4.861
C 8.412 -1.193 -3.974
C 9.363 -0.103 -3.364
O 10.363 0.421 -4.219
C 11.077 -0.511 -4.838
N 7.779 -2.072 -2.948
H 6.782 -1.369 -5.346
H 7.731 0.013 -5.695
H 6.602 0.074 -4.325
H 8.998 -1.858 -4.609
H 9.756 -0.496 -2.427
H 8.717 0.728 -3.078
H 10.564 -1.017 -5.657
H 11.493 -1.221 -4.124
H 11.830 0.065 -5.377
H 8.492 -2.444 -2.337
H 7.022 -1.565 -2.513
C 0.704 -8.851 6.964
C 1.505 -7.663 6.838
C 2.879 -8.003 6.261
O 3.573 -6.909 5.823
C 4.816 -7.252 5.245
N 0.672 -6.830 5.920
H 0.582 -9.419 6.041
H -0.241 -8.650 7.469
H 1.166 -9.569 7.641
H 1.639 -7.299 7.857
H 2.719 -8.694 5.434
H 3.453 -8.544 7.015
H 4.593 -8.001 4.486
H 5.567 -7.502 5.994
H 5.308 -6.470 4.668
H -0.008 -7.438 5.487
H 1.379 -6.676 5.215
C 1.746 -9.820 -4.484
C 2.780 -9.146 -3.468
C 3.411 -10.196 -2.539
O 2.300 -10.883 -1.901
C 2.404 -12.241 -1.438
N 3.800 -8.509 -4.212
H 0.851 -10.216 -4.005
H 2.188 -10.599 -5.105
H 1.273 -9.109 -5.162
H 2.219 -8.510 -2.783
H 4.035 -9.738 -1.772
H 4.014 -10.965 -3.020
H 1.397 -12.498 -1.109
H 3.113 -12.409 -0.628
H 2.766 -12.897 -2.230
H 4.272 -7.828 -3.634
H 3.153 -7.966 -4.766
```

Output
* LUMO: -9.13 eV
* total charge: +1
* E_tot: -97054.761 eV
* HOMO-LUMO gap: 1.02 eV
* HOMO: -0.373 hartree